<A>
{
  "formula": "C2H3Cl2N",
  "method": "ωB97M-V with the def2-TZVPD basis set",
  "elements": ["C", "C", "N", "Cl", "Cl", "H", "H", "H"],
  "coordinates": [[-0.15, -0.80, -0.10], [-1.13, -0.08, 0.40], [0.89, -1.37, -0.35], [1.92, 1.67, 0.42], [-1.52, 1.54, -0.15], [-1.77, -0.58, 1.02], [0.65, 1.37, 0.05], [1.13, -1.76, -1.29]],
  "e_lumo_ev": 0.202,
  "smiles": "N=C=CCl.Cl",
  "homo_ev": -9.3
}



<B>
{
  "formula": "C2H3Cl2N",
  "method": "ωB97M-V with the def2-TZVPD basis set",
  "elements": ["C", "C", "N", "Cl", "Cl", "H", "H", "H"],
  "coordinates": [[1.36, -0.25, -0.02], [-1.78, -0.35, 0.48], [0.20, 0.21, 0.18], [2.83, 0.67, -0.06], [-2.70, 0.87, -0.22], [1.34, -1.24, -0.50], [-1.47, -1.14, -0.19], [0.22, 1.22, 0.33]],
  "e_lumo_ev": 0.245,
  "homo_ev": -7.9
}



<C>
{
  "formula": "C2H3Cl2N",
  "method": "ωB97M-V with the def2-TZVPD basis set",
  "elements": ["C", "C", "N", "Cl", "Cl", "H", "H", "H"],
  "coordinates": [[-0.67, -0.22, -0.47], [0.68, 0.01, 0.03], [-0.29, -0.18, 1.01], [1.47, 1.62, -0.09], [1.92, -1.25, -0.13], [-1.32, 0.56, -1.04], [-1.03, -1.17, -0.68], [-0.76, 0.62, 1.38]],
  "e_lumo_ev": 0.854,
  "smiles": "ClC1(Cl)CN1",
  "homo_ev": -10.5
}



Energies, relative to the best one, in kcal/mol: <A> 8.3; <B> 63.1; <C> 0.0.



<A>
{
  "formula": "C8H10",
  "method": "ωB97M-V with the def2-TZVPD basis set",
  "elements": ["C", "C", "C", "C", "C", "C", "C", "C", "H", "H", "H", "H", "H", "H", "H", "H", "H", "H"],
  "coordinates": [[1.92, -0.04, 0.09], [0.79, -1.16, -0.28], [-0.29, -0.62, 0.19], [-1.67, -1.05, -0.07], [-2.43, 0.17, 0.03], [-1.60, 1.32, -0.11], [-0.23, 0.81, -0.19], [1.18, 1.33, -0.01], [1.82, -0.40, 1.21], [2.91, -0.12, -0.39], [0.97, -2.32, 0.20], [0.88, -1.37, -1.44], [-0.23, -0.61, 1.36], [-1.93, -2.05, -0.26], [-3.54, 0.19, 0.19], [-1.97, 2.25, -0.34], [1.85, 1.63, -0.97], [1.56, 2.01, 0.80]],
  "e_lumo_ev": 0.379,
  "smiles": "C1=C[C@H]2CCCC2=C1",
  "homo_ev": -7.8
}



<B>
{
  "formula": "C8H10",
  "method": "ωB97M-V with the def2-TZVPD basis set",
  "elements": ["C", "C", "C", "C", "C", "C", "C", "C", "H", "H", "H", "H", "H", "H", "H", "H", "H", "H"],
  "coordinates": [[1.44, -0.32, 0.01], [0.70, -0.19, -1.29], [2.03, -0.77, -1.28], [-0.72, 0.35, 0.45], [0.69, -0.11, 1.01], [-0.53, 0.04, -1.02], [0.91, -0.31, 2.46], [-1.68, 0.22, -1.99], [2.04, -1.80, -1.63], [2.80, -0.18, -1.79], [-1.53, -0.33, 0.72], [-0.99, 1.37, 0.81], [1.75, -0.87, 2.55], [0.15, -0.84, 2.91], [0.84, 0.62, 3.00], [-1.52, 0.98, -2.69], [-2.51, 0.32, -1.44], [-1.74, -0.68, -2.77]],
  "e_lumo_ev": 0.985,
  "smiles": "CC1=C2CC2=C(C)C1",
  "homo_ev": -8.3
}



<C>
{
  "formula": "C8H10",
  "method": "ωB97M-V with the def2-TZVPD basis set",
  "elements": ["C", "C", "C", "C", "C", "C", "C", "C", "H", "H", "H", "H", "H", "H", "H", "H", "H", "H"],
  "coordinates": [[2.01, 0.05, -0.35], [1.31, -1.24, 0.15], [-0.10, -0.79, 0.23], [-1.26, -1.21, 0.03], [-2.25, -0.12, -0.02], [-1.45, 1.09, -0.06], [-0.14, 0.62, 0.01], [1.16, 1.19, 0.27], [3.14, 0.10, -0.27], [1.48, 0.21, -1.49], [1.41, -2.01, -0.73], [1.85, -1.28, 1.23], [-1.86, -2.05, 0.08], [-2.65, -0.29, -1.07], [-3.04, 0.10, 0.62], [-1.90, 2.11, -0.02], [1.12, 1.04, 1.55], [1.18, 2.48, -0.15]],
  "e_lumo_ev": 1.030,
  "homo_ev": -8.1
}



Energies, relative to the best one, in kcal/mol: <A> 0.0; <B> 3.4; <C> 4.8.



<A>
{
  "formula": "C8H10",
  "method": "ωB97M-V with the def2-TZVPD basis set",
  "elements": ["C", "C", "C", "C", "C", "C", "C", "C", "H", "H", "H", "H", "H", "H", "H", "H", "H", "H"],
  "coordinates": [[-1.17, 1.42, -2.20], [-0.95, 0.01, -1.93], [0.84, 0.38, 1.46], [-0.33, -0.07, 0.66], [0.01, -0.41, -0.84], [-0.25, -1.44, 0.13], [2.04, -0.20, 1.53], [1.18, -0.40, 2.75], [-1.89, 0.80, -1.47], [-1.20, 1.70, -3.26], [-0.68, 2.18, -1.61], [-1.21, -0.79, -2.61], [-1.32, 0.32, 0.92], [0.74, -1.39, 2.85], [1.01, -0.29, -1.25], [-1.12, -2.08, 0.02], [3.01, 0.11, 1.19], [1.28, 0.16, 3.67]],
  "e_lumo_ev": -1.061,
  "homo_ev": -5.9
}



<B>
{
  "formula": "C8H10",
  "method": "ωB97M-V with the def2-TZVPD basis set",
  "elements": ["C", "C", "C", "C", "C", "C", "C", "C", "H", "H", "H", "H", "H", "H", "H", "H", "H", "H"],
  "coordinates": [[0.64, 0.98, 0.93], [-0.23, 1.53, 0.09], [-1.60, 0.69, -2.02], [-2.48, 0.70, -1.06], [-0.40, -1.01, 0.00], [0.65, -0.52, 0.99], [-1.05, 0.56, -0.64], [2.05, -1.06, 0.66], [1.32, 1.54, 1.55], [-0.36, 2.59, -0.06], [-1.38, 0.75, -3.06], [-3.49, 0.75, -0.73], [0.01, -1.56, -0.84], [-1.24, -1.52, 0.45], [0.39, -0.84, 2.01], [2.34, -0.74, -0.34], [2.05, -2.15, 0.70], [2.78, -0.69, 1.37]],
  "e_lumo_ev": 1.147,
  "smiles": "C[C@H]1C=CC2(C=C2)C1",
  "homo_ev": -8.7
}



Energies, relative to the best one, in kcal/mol: <A> 191.2; <B> 0.0.



<A>
{
  "formula": "C27H31N3O3",
  "method": "ωB97M-V with the def2-TZVPD basis set",
  "elements": ["C", "H", "H", "H", "C", "N", "C", "H", "C", "N", "C", "O", "C", "C", "C", "C", "C", "C", "H", "H", "N", "C", "O", "C", "C", "C", "C", "C", "C", "H", "H", "C", "O", "C", "C", "C", "C", "C", "C", "H", "H", "H", "H", "H", "H", "H", "H", "H", "H", "H", "H", "H", "H", "H", "H", "C", "C", "H", "H", "H", "H", "H", "H", "H"],
  "coordinates": [[-4.99, -4.24, 0.13], [-5.99, -3.88, -0.13], [-4.80, -5.16, -0.42], [-4.98, -4.46, 1.20], [-3.92, -3.20, -0.23], [-4.04, -1.90, 0.42], [-5.14, -1.09, -0.08], [-5.39, -0.34, 0.68], [-4.73, -0.35, -1.36], [-3.57, 0.46, -1.11], [-3.52, 1.78, -1.43], [-4.42, 2.35, -2.01], [-2.25, 2.47, -1.04], [-1.52, 2.15, 0.10], [-0.37, 2.84, 0.42], [0.09, 3.86, -0.41], [-0.67, 4.22, -1.52], [-1.83, 3.54, -1.83], [-2.42, 3.81, -2.69], [-0.34, 5.04, -2.15], [1.25, 4.58, -0.13], [2.39, 4.21, 0.52], [3.22, 5.04, 0.84], [2.60, 2.75, 0.75], [3.11, 2.33, 1.97], [3.37, 0.99, 2.19], [3.13, 0.05, 1.19], [2.65, 0.48, -0.04], [2.39, 1.82, -0.26], [2.03, 2.14, -1.23], [2.49, -0.24, -0.82], [3.40, -1.41, 1.45], [3.60, -2.18, 0.29], [4.73, -1.99, -0.44], [5.71, -1.03, -0.17], [6.82, -0.93, -0.99], [6.97, -1.77, -2.08], [6.00, -2.72, -2.35], [4.89, -2.83, -1.54], [4.13, -3.57, -1.74], [6.11, -3.38, -3.20], [7.84, -1.69, -2.71], [7.57, -0.19, -0.77], [5.61, -0.35, 0.66], [2.51, -1.86, 1.92], [4.25, -1.52, 2.14], [3.75, 0.67, 3.15], [3.30, 3.06, 2.74], [1.25, 5.55, -0.42], [0.17, 2.60, 1.33], [-1.86, 1.37, 0.77], [-2.82, 0.01, -0.62], [-5.53, 0.31, -1.70], [-4.51, -1.07, -2.16], [-6.04, -1.68, -0.28], [-3.96, -1.96, 1.87], [-3.26, -0.72, 2.43], [-3.78, 0.19, 2.15], [-2.24, -0.67, 2.04], [-3.21, -0.77, 3.51], [-3.38, -2.84, 2.15], [-4.96, -2.05, 2.34], [-2.94, -3.60, 0.03], [-3.94, -3.03, -1.31]],
  "e_lumo_ev": 0.334,
  "smiles": "CCN(CC)CCNC(=O)c1ccc(NC(=O)c2ccc(COc3ccccc3)cc2)cc1",
  "homo_ev": -8.6
}



<B>
{
  "formula": "C27H31N3O3",
  "method": "ωB97M-V with the def2-TZVPD basis set",
  "elements": ["O", "C", "C", "C", "O", "H", "C", "H", "C", "C", "C", "C", "C", "C", "C", "H", "H", "H", "H", "H", "C", "H", "H", "H", "H", "C", "N", "C", "H", "C", "N", "C", "C", "N", "C", "O", "C", "C", "C", "C", "C", "C", "C", "H", "H", "H", "H", "H", "H", "H", "C", "C", "H", "H", "H", "H", "H", "H", "H", "H", "H", "H", "H", "H"],
  "coordinates": [[-2.03, 1.30, -0.21], [-1.88, 0.22, 0.31], [-0.71, -0.11, 1.13], [-0.58, -1.33, 1.75], [0.49, -1.63, 2.47], [1.10, -0.82, 2.45], [-1.62, -2.39, 1.66], [-1.32, -3.08, 0.87], [-3.00, -1.83, 1.33], [-3.66, -1.08, 2.47], [-2.97, -0.59, 3.57], [-3.64, 0.12, 4.56], [-5.00, 0.34, 4.46], [-5.70, -0.14, 3.37], [-5.03, -0.85, 2.39], [-5.58, -1.23, 1.54], [-6.76, 0.02, 3.29], [-5.52, 0.89, 5.24], [-3.09, 0.49, 5.41], [-1.91, -0.75, 3.67], [-2.87, -0.91, 0.11], [-2.50, -1.49, -0.75], [-3.83, -0.48, -0.17], [-3.66, -2.66, 1.06], [-1.63, -2.96, 2.60], [0.32, 0.89, 1.26], [1.38, 0.68, 1.94], [2.42, 1.64, 2.04], [2.26, 2.51, 1.38], [3.80, 0.98, 1.76], [4.15, 0.65, 0.41], [3.49, -0.44, -0.26], [2.35, -0.01, -1.21], [2.83, 1.01, -2.11], [2.84, 0.98, -3.47], [3.34, 1.87, -4.12], [2.17, -0.22, -4.13], [0.71, -0.32, -3.81], [0.09, -1.55, -3.64], [-1.27, -1.63, -3.38], [-2.02, -0.48, -3.28], [-1.41, 0.76, -3.42], [-0.06, 0.83, -3.69], [0.41, 1.80, -3.82], [-2.00, 1.66, -3.33], [-3.08, -0.54, -3.08], [-1.73, -2.60, -3.27], [0.68, -2.46, -3.73], [2.70, -1.14, -3.87], [2.29, -0.07, -5.21], [3.37, 2.15, -1.42], [4.52, 1.71, -0.50], [5.33, 1.33, -1.14], [4.90, 2.56, 0.06], [2.57, 2.62, -0.84], [3.73, 2.86, -2.17], [1.50, 0.39, -0.64], [1.99, -0.88, -1.76], [4.24, -0.97, -0.87], [3.09, -1.14, 0.48], [4.57, 1.65, 2.13], [3.84, 0.05, 2.34], [2.45, 2.00, 3.07], [0.13, 1.84, 0.75]],
  "e_lumo_ev": 0.413,
  "smiles": "O=C1C[C@H](c2ccccc2)CC(O)=C1/C=N/CCN1CCN(C(=O)Cc2ccccc2)CC1",
  "homo_ev": -8.1
}



Energies, relative to the best one, in kcal/mol: <A> 0.0; <B> 5.3.



<A>
{
  "formula": "C5H9N4",
  "method": "ωB97M-V with the def2-TZVPD basis set",
  "elements": ["C", "C", "C", "C", "C", "N", "N", "N", "N", "H", "H", "H", "H", "H", "H", "H", "H", "H"],
  "coordinates": [[1.16, -2.92, 0.41], [1.40, -1.56, 0.29], [-0.91, 1.81, 0.89], [-1.50, 1.35, -0.37], [-0.10, 1.32, -0.30], [-0.15, -3.07, 0.22], [-0.68, -1.88, 0.05], [0.28, -0.94, -0.09], [0.94, 1.77, -0.86], [1.78, -3.81, 0.63], [2.28, -1.03, 0.17], [-0.66, 2.91, 1.07], [-0.92, 1.10, 1.60], [-2.17, 0.50, -0.36], [-1.92, 2.14, -1.06], [1.63, 2.13, -0.24], [1.14, 1.84, -1.80], [-1.61, -1.66, -0.24]],
  "charge": 1,
  "e_lumo_ev": -4.091,
  "homo_ev": -14.2
}



<B>
{
  "formula": "C5H9N4",
  "method": "ωB97M-V with the def2-TZVPD basis set",
  "elements": ["C", "C", "N", "C", "C", "N", "N", "C", "N", "H", "H", "H", "H", "H", "H", "H", "H", "H"],
  "coordinates": [[2.02, -0.93, 0.00], [1.57, 0.63, -0.01], [2.25, 1.52, 0.68], [0.25, 1.08, -0.85], [-0.98, 0.28, -0.17], [-1.91, 0.86, 0.76], [-2.72, -0.20, 1.09], [-2.37, -1.39, 0.43], [-1.21, -1.11, -0.42], [1.94, -1.43, -1.02], [3.05, -1.03, 0.48], [1.25, -1.47, 0.68], [1.82, 2.46, 0.59], [0.32, 0.82, -1.96], [0.09, 2.23, -0.79], [-1.93, 1.84, 1.07], [-2.80, -2.44, 0.47], [-0.65, -1.71, -1.03]],
  "charge": 1,
  "e_lumo_ev": -4.376,
  "smiles": "[H]/N=C(/C)Cc1[nH]nc[nH+]1",
  "homo_ev": -13.9
}



Energies, relative to the best one, in kcal/mol: <A> 9.4; <B> 0.0.



<A>
{
  "formula": "C4H4N2S",
  "method": "ωB97M-V with the def2-TZVPD basis set",
  "elements": ["C", "C", "C", "C", "N", "N", "S", "H", "H", "H", "H"],
  "coordinates": [[-0.12, 1.37, 0.33], [1.90, -0.14, -0.02], [0.70, 0.45, 0.01], [-1.39, -1.31, 0.92], [-1.25, 1.72, 0.56], [-1.75, -1.43, -0.22], [-1.09, -1.30, 2.43], [2.87, 0.44, -0.08], [2.12, -1.21, 0.16], [-1.46, 2.69, 0.57], [-2.67, -1.36, -0.59]],
  "e_lumo_ev": 0.047,
  "smiles": "C=C=C=N.N=C=S",
  "homo_ev": -8.7
}



<B>
{
  "formula": "C4H4N2S",
  "method": "ωB97M-V with the def2-TZVPD basis set",
  "elements": ["C", "C", "C", "C", "H", "H", "H", "H", "N", "N", "S"],
  "coordinates": [[0.09, 1.81, 0.08], [-0.18, 0.48, -0.12], [-1.42, -1.58, 0.06], [0.71, -0.64, -0.19], [1.27, 1.79, 0.22], [-0.51, 2.64, 0.43], [-2.15, -2.36, -0.02], [2.20, 0.30, -0.32], [-0.12, -1.87, 0.13], [1.97, -0.73, -0.11], [-1.86, 0.16, -0.15]],
  "e_lumo_ev": -0.637,
  "smiles": "[H]/N=C1/N=CSC1=C",
  "homo_ev": -8.9
}



Energies, relative to the best one, in kcal/mol: <A> 26.4; <B> 0.0.